--- w ---
# C4H18NO3

4 unconnected molecules or ions with the total composition C4H18NO3 (ωB97M-V/def2-TZVPD, OMol25).

Element x y z (Å)
1 H 1.66 1.37 -1.76
2 H 1.68 2.39 -0.34
3 H 2.07 -1.69 -0.58
4 H -3.45 -0.32 0.45
5 H -2.62 -1.01 -0.58
6 O -2.55 -0.59 0.28
7 H 1.24 -0.80 -1.85
8 C 1.19 1.52 -0.79
9 H 0.25 -0.64 1.55
10 C 1.24 -0.99 -0.78
11 H 0.04 2.23 1.27
12 H 0.40 -1.65 -0.53
13 O -0.17 0.34 -3.87
14 N 0.08 0.17 0.95
15 O -0.75 -2.17 2.34
16 H -0.47 -3.04 2.03
17 C 0.04 1.35 1.89
18 H 0.18 1.82 -1.03
19 H -0.65 1.18 2.72
20 H -0.82 0.09 0.48
21 H 2.23 0.26 0.70
22 H -0.83 -0.11 -4.39
23 C 1.34 0.28 0.08
24 H -1.67 -2.16 2.49
25 H -0.65 0.84 -3.20
26 H 0.99 1.35 2.44

Results
HOMO: -14.61 eV
Net charge: +1
LUMO energy: -2.97 eV

***

--- x ---
# C4H18NO3

4 unconnected molecules or ions with the total composition C4H18NO3 (ωB97M-V/def2-TZVPD, OMol25).

Element x y z (Å)
1 H 0.20 -2.49 2.44
2 H -3.34 -0.82 -2.73
3 H 1.55 -1.78 3.16
4 H -0.60 1.34 1.87
5 H 0.53 2.54 -2.01
6 N 0.67 0.11 0.61
7 C 0.44 0.85 1.94
8 O 1.01 -1.96 2.40
9 O -3.27 -1.38 -1.92
10 O -2.17 -1.03 0.43
11 H 1.33 -0.68 0.76
12 H -0.73 1.36 -1.45
13 H 2.98 -0.24 -1.30
14 H 2.08 1.71 0.04
15 C 0.24 1.92 -1.15
16 H 1.96 0.65 -2.57
17 H -0.18 -0.38 0.34
18 C 1.97 0.17 -1.58
19 H -2.64 -1.08 -0.45
20 H 1.15 1.47 2.42
21 H -2.78 -1.07 1.09
22 C 1.30 1.04 -0.50
23 H 1.44 -0.77 -1.78
24 H -0.21 2.70 -0.52
25 H 0.19 0.05 2.74
26 H -3.12 -2.23 -2.27

Results
HOMO: -14.79 eV
Net charge: +1
LUMO energy: -2.54 eV

***

It is w that is most stable; the runner-up trails by 0.0193 hartree.

***

--- w ---
# C7H12

A single C7H12 molecule (ωB97M-V/def2-TZVPD, OMol25).

Element x y z (Å)
1 H -2.26 -2.68 2.58
2 C -0.74 -1.68 1.46
3 C 0.87 2.33 -2.10
4 H 1.91 0.50 -2.22
5 C -0.15 -0.49 1.30
6 C 0.85 0.78 -2.20
7 H 1.40 2.63 -1.20
8 H 1.73 0.10 0.19
9 C -1.47 -1.95 2.75
10 H -0.98 0.13 -1.04
11 C 0.66 -0.08 0.16
12 H -0.79 -2.48 3.43
13 H 0.45 0.39 -3.14
14 C 0.10 0.27 -1.01
15 H -0.12 2.78 -2.10
16 H 1.38 2.78 -2.96
17 H -0.21 0.20 2.14
18 H -0.73 -2.41 0.65
19 H -1.89 -1.12 3.31

Results
SMILES: C/C=C/C=C/CC
HOMO: -8.84 eV
LUMO energy: 1.23 eV

***

--- x ---
# C7H12

A single C7H12 molecule (ωB97M-V/def2-TZVPD, OMol25).

Element x y z (Å)
1 C -0.52 1.25 1.32
2 H -2.44 -0.49 -0.02
3 H -0.04 3.07 2.42
4 C -1.66 -0.75 -0.73
5 H 1.25 0.11 -1.91
6 C 0.60 -0.75 -1.70
7 H -1.60 1.22 1.30
8 H 0.94 -2.86 -1.44
9 H 0.10 -1.04 -2.62
10 C 1.45 -1.92 -1.22
11 H -0.38 1.69 3.41
12 C 0.07 2.00 2.46
13 H -1.96 -1.41 -1.53
14 H 1.14 1.80 2.60
15 C -0.41 -0.30 -0.67
16 C 0.13 0.50 0.43
17 H 1.62 -1.86 -0.15
18 H 1.21 0.50 0.48
19 H 2.43 -1.94 -1.70

Results
SMILES: C=C(/C=C/C)CC
HOMO: -8.53 eV
LUMO energy: 1.15 eV

***

It is x that is most stable; the runner-up trails by 0.0105 hartree.

***

--- w ---
# C7H12

A single C7H12 molecule (ωB97M-V/def2-TZVPD, OMol25).

Element x y z (Å)
1 H -1.11 1.65 0.64
2 C 0.83 -0.20 -0.79
3 C 2.03 0.47 1.41
4 C 1.06 0.86 0.31
5 H 1.96 1.24 2.19
6 C -1.78 -1.34 -0.38
7 H 1.46 1.82 -0.12
8 H -0.76 0.29 1.72
9 C -0.71 -0.25 -0.45
10 H 3.09 0.37 1.10
11 C -1.75 -0.38 -1.54
12 H -2.56 -0.92 0.34
13 H -1.61 -2.43 -0.49
14 H 1.26 0.13 -1.77
15 H -1.26 -0.63 -2.48
16 C -0.52 0.73 0.72
17 H 1.30 -1.15 -0.53
18 H -2.64 0.23 -1.68
19 H 1.71 -0.49 1.81

Results
SMILES: CC1CC2(CC2)C1
HOMO: -9.60 eV
LUMO energy: 1.14 eV

***

--- x ---
# C7H12

A single C7H12 molecule (ωB97M-V/def2-TZVPD, OMol25).

Element x y z (Å)
1 C -0.26 0.21 0.89
2 H -2.66 1.05 0.45
3 H -0.62 1.06 1.48
4 H 2.32 0.18 2.38
5 C 0.70 -0.63 1.31
6 H 0.99 -0.21 3.49
7 C -1.02 0.02 -0.33
8 H 0.23 1.69 -2.23
9 H 1.44 0.74 -1.43
10 H 1.26 0.40 -3.06
11 C 0.65 0.69 -2.19
12 H 0.73 -1.61 0.84
13 C 1.48 -0.50 2.56
14 H 1.98 -1.42 2.87
15 H -1.30 -0.34 -2.35
16 H -0.05 -1.33 -1.68
17 H -3.11 -0.13 -0.91
18 C -2.33 0.41 -0.37
19 C -0.42 -0.30 -1.71

Results
SMILES: C=C(/C=C/C)CC
HOMO: -8.19 eV
LUMO energy: 1.06 eV

***

--- y ---
# C7H12

A molecular structure, C7H12 (ωB97M-V/def2-TZVPD, OMol25).

Element x y z (Å)
1 C -1.20 0.44 0.01
2 H -0.20 -1.35 0.65
3 H -2.94 -0.36 1.04
4 H 1.23 1.51 -0.10
5 H 2.66 -0.54 1.66
6 C 2.47 -0.56 0.58
7 C -2.53 -0.29 0.02
8 H -2.41 -1.31 -0.37
9 H -3.27 0.22 -0.61
10 H 3.33 -0.15 0.05
11 C 0.83 0.51 -1.18
12 H -1.37 1.45 0.43
13 H 1.61 0.58 -1.94
14 C -0.11 -0.26 0.84
15 H -0.20 -0.11 1.92
16 H -1.00 1.08 -2.17
17 H 2.39 -1.62 0.29
18 C -0.51 0.58 -1.34
19 C 1.21 0.19 0.22

Results
HOMO: -7.79 eV
LUMO energy: 1.18 eV

***

--- z ---
# C7H12

A single C7H12 molecule (ωB97M-V/def2-TZVPD, OMol25).

Element x y z (Å)
1 H 2.39 1.13 1.08
2 C -1.23 -0.48 -0.01
3 C -0.15 -0.23 1.08
4 H 2.37 1.52 -0.70
5 H 2.47 -0.97 -1.21
6 H -3.11 0.01 0.98
7 H 2.59 -1.32 0.58
8 C 2.21 -0.67 -0.19
9 H 0.03 -1.05 1.79
10 C -2.53 0.31 0.10
11 C 0.87 -0.01 -0.02
12 H -0.46 0.99 -1.49
13 H -2.32 1.38 0.18
14 H -0.07 -0.69 -1.93
15 H -1.45 -1.55 -0.11
16 H -0.35 0.69 1.65
17 C -0.22 -0.01 -1.09
18 H -3.15 0.15 -0.79
19 C 2.12 0.81 0.08

Results
SMILES: CC1CC2(CC2)C1
HOMO: -9.76 eV
LUMO energy: 1.17 eV

***

It is z that is most stable; the runner-up trails by 0.0258 hartree.

***

--- w ---
# C7H12

A single C7H12 molecule (ωB97M-V/def2-TZVPD, OMol25).

Element x y z (Å)
1 C 1.84 0.63 -0.65
2 C 0.91 1.80 -0.73
3 C -2.04 -1.45 0.52
4 H 1.38 2.78 -0.73
5 H -3.13 -1.30 0.48
6 H -1.77 -2.09 -0.33
7 C 1.03 -0.66 -0.78
8 H 1.62 -1.57 -0.63
9 C -1.30 -0.13 0.48
10 C 0.22 -0.26 0.50
11 H 0.01 1.73 -1.33
12 H 1.36 1.53 1.47
13 H -1.60 0.44 -0.41
14 H 0.46 -0.77 -1.71
15 H 2.91 0.73 -0.81
16 H -1.82 -2.00 1.44
17 H 0.51 -0.92 1.33
18 H -1.60 0.48 1.34
19 C 1.03 1.04 0.56

Results
SMILES: CC[C@H]1C[C@H]2C[C@@H]12
HOMO: -9.57 eV
LUMO energy: 1.22 eV

***

--- x ---
# C7H12

2 unconnected molecules or ions with the total composition C7H12 (ωB97M-V/def2-TZVPD, OMol25).

Element x y z (Å)
1 H -0.25 -0.16 -2.61
2 H -2.42 0.12 -1.39
3 H -0.79 -2.16 -0.91
4 C 1.82 -0.12 -0.44
5 H 1.58 -2.27 0.25
6 C -1.54 0.71 -1.12
7 H -1.05 0.57 1.97
8 C -0.05 -1.37 -0.88
9 H -1.61 1.67 -1.64
10 H 2.81 0.12 -0.06
11 H -0.63 0.10 3.64
12 C -0.25 -0.02 -1.52
13 H -1.56 0.90 -0.04
14 H 1.23 1.73 -1.43
15 H 0.47 1.15 2.70
16 C 1.02 0.70 -1.15
17 C 1.15 -1.42 -0.28
18 H 0.29 -0.57 2.25
19 C -0.23 0.31 2.64

Results
SMILES: CC1C=CC=C1.C
HOMO: -8.55 eV
LUMO energy: 1.03 eV

***

--- y ---
# C7H12

A single C7H12 molecule (ωB97M-V/def2-TZVPD, OMol25).

Element x y z (Å)
1 H 2.45 0.75 -1.42
2 C -0.32 -0.55 0.53
3 H 1.18 1.49 1.98
4 H -2.62 1.73 -0.67
5 C 0.16 -2.00 0.10
6 C 1.65 0.93 1.19
7 C -2.34 0.81 -0.11
8 C 0.77 0.54 0.18
9 H -0.62 -0.47 1.61
10 H 0.74 1.35 -1.88
11 H 2.62 0.45 1.25
12 H -0.45 -2.69 0.70
13 C 1.35 0.59 -1.44
14 H -0.22 -2.35 -0.86
15 H -3.07 0.01 -0.25
16 H 1.20 -0.49 -1.61
17 H 1.24 -1.87 0.18
18 H -2.79 1.32 0.81
19 C -0.93 0.43 -0.30

Results
HOMO: -6.65 eV
LUMO energy: -0.62 eV

***

--- z ---
# C7H12

A molecular structure, C7H12 (ωB97M-V/def2-TZVPD, OMol25).

Element x y z (Å)
1 H -0.27 0.23 2.02
2 H -2.87 -0.61 0.69
3 H -0.79 0.95 -2.28
4 C 1.30 0.38 0.41
5 H -1.53 1.50 0.41
6 C 2.37 -0.70 0.56
7 H -2.03 -1.30 -0.71
8 C -1.16 0.54 0.02
9 H -0.17 -1.15 0.92
10 C -0.32 0.83 -1.20
11 C -2.36 -0.37 -0.24
12 C 1.03 0.77 -1.11
13 H 3.31 -0.35 0.12
14 H 2.55 -0.99 1.61
15 H -3.09 0.11 -0.90
16 H 2.05 -1.59 0.01
17 H 0.42 0.51 -2.27
18 H 1.64 1.28 0.96
19 C -0.10 -0.05 0.97

Results
HOMO: -8.79 eV
LUMO energy: 1.10 eV

***

It is x that is most stable; the runner-up trails by 0.0174 hartree.

***

--- w ---
# C7H12

A single C7H12 molecule (ωB97M-V/def2-TZVPD, OMol25).

Element x y z (Å)
1 C -0.62 -0.72 2.82
2 C 0.07 -0.49 0.48
3 C 0.52 0.16 -1.78
4 C 0.81 -0.90 -0.80
5 H -0.90 2.97 -2.07
6 H -1.29 -1.41 3.34
7 H 0.40 3.05 -3.27
8 H -0.20 -2.40 1.46
9 C 0.12 1.16 -2.33
10 H 1.23 -1.53 1.98
11 H 1.88 -0.98 -0.62
12 H 0.03 -0.26 3.56
13 H 0.41 0.51 0.76
14 C 0.18 -1.39 1.69
15 H -1.24 0.08 2.39
16 H -1.13 2.24 -3.67
17 C -0.40 2.41 -2.87
18 H -1.00 -0.38 0.23
19 H 0.46 -1.88 -1.15

Results
SMILES: CC#CCCCC
HOMO: -9.28 eV
LUMO energy: 1.07 eV

***

--- x ---
# C7H12

A molecular structure, C7H12 (ωB97M-V/def2-TZVPD, OMol25).

Element x y z (Å)
1 C -1.91 -1.01 -0.22
2 H -3.12 -1.05 0.40
3 H -1.66 -2.33 -0.61
4 H 1.12 2.50 0.01
5 C 1.44 0.09 0.16
6 H 0.78 2.06 -1.43
7 C 1.80 -1.36 0.09
8 C -0.66 1.34 0.25
9 H 2.22 -1.86 1.16
10 H 2.27 -1.61 -0.84
11 H 0.47 -0.66 -1.31
12 H -0.32 1.91 1.47
13 C -0.83 -0.24 0.42
14 H -1.60 1.88 -0.30
15 H -0.73 -0.56 1.51
16 H 1.29 0.38 1.13
17 C 0.50 -0.83 -0.31
18 H -1.89 -0.16 -1.19
19 C 0.84 1.52 -0.42

Results
HOMO: -8.77 eV
LUMO energy: 0.98 eV

***

--- y ---
# C7H12

2 unconnected molecules or ions with the total composition C7H12 (ωB97M-V/def2-TZVPD, OMol25).

Element x y z (Å)
1 H -2.83 -1.82 0.37
2 H 2.18 -1.63 -2.69
3 C -2.43 -0.80 0.32
4 H -1.09 -1.03 1.97
5 H 1.67 -1.73 -2.15
6 H 1.05 1.34 -1.56
7 C 1.15 0.52 0.45
8 H 2.69 1.25 -0.90
9 H -2.42 -0.50 -0.74
10 H -0.54 1.33 1.68
11 C 0.00 -1.69 0.23
12 H -3.12 -0.14 0.85
13 H 1.78 0.63 1.34
14 H -0.85 1.23 -0.05
15 C 1.65 1.45 -0.65
16 H 1.57 2.49 -0.31
17 C 0.95 -0.90 0.12
18 C -0.38 0.71 0.79
19 C -1.03 -0.73 0.91

Results
SMILES: C[C@@H]1C#C[C@H](C)C1.[H][H]
HOMO (spin up / spin down): -9.13 / -9.13 eV
LUMO energy (spin up / spin down): -0.07 / -0.07 eV

***

--- z ---
# C7H12

A single C7H12 molecule (ωB97M-V/def2-TZVPD, OMol25).

Element x y z (Å)
1 H 1.22 1.62 1.67
2 C 0.98 -0.05 3.02
3 C -1.52 0.29 -1.95
4 H 0.64 0.55 3.87
5 H 0.64 -1.17 0.52
6 C -1.91 -0.77 -2.95
7 C 1.15 -0.19 0.49
8 C -0.33 0.41 -1.41
9 H 2.22 -0.40 0.56
10 H -2.30 0.99 -1.64
11 H -2.60 -1.50 -2.50
12 C 0.83 0.50 -0.82
13 H 0.45 -1.01 3.07
14 H -2.43 -0.33 -3.81
15 C 0.71 0.65 1.70
16 H 1.60 1.14 -1.25
17 H 2.05 -0.25 3.16
18 H -1.04 -1.31 -3.31
19 H -0.36 0.86 1.59

Results
SMILES: CC=C=CCCC
HOMO: -9.25 eV
LUMO energy: 1.09 eV

***

It is z that is most stable; the runner-up trails by 0.0076 hartree.